No. 1
C19H14Br3N5O2PdS | wB97M-V/def2-TZVPD

Structure (XYZ):
```
45
Properties=species:S:1:pos:R:3:forces:R:3
Pd 0.017 -0.053 -1.440 -0.1 0.0 0.0
Br -0.280 -1.568 3.710 0.0 0.0 0.0
C 1.308 -0.985 2.846 0.0 0.0 0.0
C 2.433 -0.735 3.625 0.1 0.0 -0.1
C 3.597 -0.294 3.051 0.0 0.0 0.1
Br 5.106 0.044 4.187 0.0 0.0 0.0
C 3.689 -0.094 1.654 0.0 0.0 0.1
C 4.840 0.366 0.976 0.0 0.0 0.0
C 4.816 0.515 -0.383 0.0 0.0 0.0
C 3.637 0.192 -1.082 0.0 0.0 0.0
N 2.559 -0.233 -0.478 0.0 -0.1 0.0
C 2.545 -0.368 0.861 0.0 0.0 -0.1
C 1.263 -0.811 1.442 0.0 0.0 0.0
O 0.243 -1.004 0.740 0.1 0.0 0.0
H 2.383 -0.885 4.695 0.0 0.0 0.0
H 5.732 0.600 1.543 0.0 0.0 0.0
H 5.684 0.879 -0.920 0.0 0.0 0.0
H 3.579 0.299 -2.161 0.0 0.0 0.0
Br 3.246 3.319 -3.711 0.0 0.0 0.0
C 1.792 2.754 -2.595 0.0 0.0 0.0
C 1.841 3.032 -1.203 0.0 0.0 0.0
C 0.789 2.604 -0.460 0.0 0.0 0.0
C -0.319 1.915 -1.071 0.0 0.0 0.0
N -0.381 1.737 -2.455 0.0 0.0 0.0
C 0.733 2.102 -3.151 0.0 0.0 0.0
H 2.697 3.525 -0.762 0.0 0.0 0.0
H 0.778 2.752 0.614 0.0 0.0 0.0
H -1.284 1.973 -0.570 0.0 0.0 0.0
H 0.720 1.878 -4.213 0.0 0.0 0.0
N -2.493 -1.801 0.358 0.0 -0.1 -0.1
C -3.765 -1.391 0.447 0.0 0.0 0.0
C -4.690 -1.750 -0.574 0.0 0.0 0.0
C -5.992 -1.348 -0.454 0.0 0.0 0.0
C -6.397 -0.600 0.661 0.1 0.0 0.0
C -5.422 -0.299 1.591 0.0 0.0 0.1
N -4.145 -0.666 1.515 0.0 0.0 0.0
H -2.180 -2.209 -0.519 -0.1 0.0 0.0
H -1.777 -1.408 0.953 0.0 0.1 0.0
H -4.333 -2.314 -1.426 0.0 0.0 0.0
H -6.706 -1.607 -1.230 0.0 0.0 0.0
H -7.416 -0.260 0.788 0.0 0.0 0.0
H -5.682 0.288 2.471 0.0 0.0 0.0
O -2.104 -3.189 -2.288 0.1 0.0 -0.1
S -0.766 -3.020 -2.939 -0.1 0.1 0.1
N 0.106 -1.880 -2.642 0.0 -0.1 0.0
```
Positions in Å, forces in eV/Å.

Calculated values
Gap between HOMO and LUMO: 5.1 eV
Net charge: -2
Highest occupied orbital energy: -0.040 Ha
Multiplicity: 1
E_LUMO: 4.01 eV

natural (NBO) population analysis, charges in e, atoms 1 to 6:
1 Pd 0.510
2 Br 0.004
3 C -0.222
4 C -0.233
5 C -0.143
6 Br -0.047


No. 2
C33H59N8OPb | wB97M-V/def2-TZVPD

Structure (XYZ):
```
102
Properties=species:S:1:pos:R:3:forces:R:3
Pb -4.014 -0.490 -2.282 2.6 0.0 1.9
C -0.601 -0.266 -0.316 -0.9 -0.1 -0.8
O -1.851 -0.418 -0.920 -1.5 -0.1 -0.5
H -0.595 0.377 0.563 -0.3 0.4 0.4
H -0.219 -1.227 0.027 0.3 -0.5 0.1
H 0.151 0.160 -0.980 0.3 0.1 -0.3
C 2.137 -4.620 -3.827 -0.7 0.3 0.4
C 0.788 -3.929 -4.148 1.3 -0.8 -2.0
C 0.009 -3.573 -2.941 -1.2 0.0 1.2
C -1.270 -2.889 -3.245 -0.4 0.5 -0.4
N -2.264 -2.369 -3.535 0.8 -0.3 0.6
H 2.846 -4.640 -4.655 -0.1 0.5 0.0
H 1.992 -5.672 -3.582 -0.1 0.1 0.4
H 2.524 -4.083 -2.961 0.6 -0.3 0.0
H 0.239 -4.632 -4.775 -0.4 0.2 0.0
H 0.970 -3.061 -4.782 0.0 0.2 0.1
H 0.573 -3.012 -2.196 0.0 0.4 -0.2
H -0.254 -4.479 -2.395 -0.1 -0.2 0.0
C 0.610 2.196 -3.574 -0.5 -0.6 -0.4
C -0.364 3.004 -4.480 1.1 -0.2 0.5
C -1.361 3.772 -3.649 -0.7 0.7 -0.1
C -2.438 2.955 -3.076 -1.2 -1.4 1.4
N -3.242 2.274 -2.566 1.6 1.1 -1.5
H 1.295 1.601 -4.179 0.2 0.3 0.0
H 0.122 1.451 -2.945 -0.6 -0.1 -0.1
H 1.144 2.779 -2.824 0.2 0.5 -0.5
H -0.846 2.427 -5.269 0.0 -0.4 0.3
H 0.196 3.764 -5.026 0.2 0.0 0.1
H -1.817 4.560 -4.249 -0.3 -0.1 -0.1
H -0.840 4.338 -2.876 -0.1 -0.2 0.4
C -1.239 0.277 4.954 0.0 0.5 -0.6
C -0.284 1.038 4.007 0.1 -1.1 0.1
C -0.183 2.551 4.176 0.4 -0.2 0.5
C -0.006 2.983 5.562 -0.2 0.3 1.5
N 0.143 3.343 6.652 -0.1 -0.4 -1.1
H -1.486 -0.701 4.542 0.3 -0.1 0.0
H -2.198 0.789 5.034 0.0 0.2 0.2
H -0.796 0.148 5.941 -0.2 0.1 0.0
H -0.498 0.802 2.964 -0.4 0.2 -0.1
H 0.698 0.579 4.118 0.3 0.2 0.3
H -1.059 3.059 3.773 0.1 0.1 -0.2
H 0.750 2.893 3.728 -0.2 0.2 -0.7
C -3.403 -2.863 2.822 -0.3 -0.6 0.2
C -2.127 -3.007 2.028 0.5 0.6 0.7
C -2.224 -3.709 0.695 -0.8 -0.1 -0.7
C -3.285 -3.154 -0.185 -0.5 0.6 -0.9
N -4.126 -2.737 -0.872 1.3 -0.4 1.0
H -3.781 -3.855 3.067 -0.3 0.0 0.0
H -4.170 -2.309 2.280 0.0 0.0 0.0
H -3.221 -2.371 3.778 0.1 0.1 -0.1
H -1.396 -3.576 2.602 0.0 -0.1 0.2
H -1.709 -2.005 1.936 0.2 0.1 -0.5
H -2.492 -4.760 0.803 -0.1 -0.1 0.3
H -1.251 -3.730 0.205 -0.1 0.3 -0.4
C 2.164 2.890 0.391 -0.5 -0.7 0.5
C 2.355 4.151 1.195 1.1 0.4 -0.5
C 1.103 4.999 1.367 -0.2 -0.8 0.7
C 0.507 5.524 0.138 -0.9 1.0 -1.9
N 0.012 5.976 -0.821 1.1 -1.2 2.0
H 1.502 2.200 0.915 -0.7 0.1 0.1
H 3.065 2.278 0.432 0.4 0.4 -0.8
H 1.721 3.065 -0.589 0.5 -0.2 -0.2
H 3.130 4.766 0.739 0.1 0.0 -0.1
H 2.794 3.838 2.143 -0.4 0.4 0.4
H 1.254 5.801 2.089 0.0 0.1 -0.2
H 0.395 4.304 1.818 -0.5 0.2 0.0
C 1.985 -4.283 3.555 0.1 0.0 1.1
C 2.555 -2.935 3.101 -1.2 -1.0 -0.5
C 1.794 -2.488 1.825 1.1 -0.3 -0.1
C 1.926 -3.392 0.672 0.3 -0.5 -0.9
N 2.009 -4.041 -0.283 -0.2 0.6 1.0
H 0.930 -4.231 3.823 -0.2 0.3 -0.1
H 2.490 -4.558 4.482 0.0 -0.2 0.0
H 2.074 -5.131 2.876 0.3 0.3 -0.3
H 3.636 -3.040 3.007 -0.1 0.3 -0.5
H 2.359 -2.166 3.848 0.0 -0.1 0.1
H 2.215 -1.533 1.510 -0.5 0.2 -0.1
H 0.719 -2.463 2.008 0.0 0.5 0.3
C -3.004 3.713 0.449 1.1 0.4 -0.9
C -3.594 3.258 1.729 -0.9 0.3 0.3
C -3.486 1.740 1.917 -0.2 0.1 0.6
C -4.311 0.953 0.993 -0.4 -0.3 -0.9
N -4.956 0.370 0.227 0.9 0.5 0.5
H -3.664 3.581 -0.408 0.2 -0.2 0.0
H -2.070 3.165 0.326 0.1 -0.2 -0.6
H -2.663 4.748 0.463 -0.4 0.2 0.1
H -4.639 3.569 1.752 -0.1 -0.1 0.3
H -3.106 3.809 2.533 0.0 -0.5 0.4
H -3.794 1.502 2.935 -0.1 -0.3 0.0
H -2.451 1.413 1.821 0.0 -0.1 -0.2
C 2.997 -0.800 -1.874 -1.0 -1.4 1.1
C 3.990 -0.125 -2.716 0.6 1.3 0.0
C 4.177 -0.835 -4.027 0.0 0.1 -1.7
C 3.141 -0.535 -5.068 -2.5 0.2 -1.5
N 2.302 -0.324 -5.873 2.7 -0.6 2.6
H 2.746 -0.267 -0.957 -0.2 0.3 -0.2
H 3.374 -1.759 -1.519 0.2 -0.2 0.0
H 2.099 -1.068 -2.431 -0.3 0.3 0.0
H 4.930 -0.068 -2.167 0.2 -0.1 -0.2
H 3.690 0.911 -2.873 0.0 0.1 -0.2
H 4.227 -1.914 -3.879 -0.1 -0.1 -0.1
H 5.092 -0.547 -4.545 0.3 0.0 0.3
```
Positions in Å, forces in eV/Å.

Calculated values
Gap between HOMO and LUMO: 7.8 eV
Net charge: +1
Highest occupied orbital energy: -0.399 Ha
Multiplicity: 1
Relative energy (zero: lowest compared OMol25 entry of this formula, charge and spin): 135.61 kJ/mol
E_LUMO: -3.01 eV

Mulliken population analysis, charges in e, atoms 1 to 6:
1 Pb 1.377
2 C 0.730
3 O -0.515
4 H -0.435
5 H -0.332
6 H -0.319


No. 3
C54H45AsF3FeOP2 | wB97M-V/def2-TZVPD

Structure (XYZ):
```
107
Properties=species:S:1:pos:R:3:forces:R:3
Fe 0.653 0.603 -0.228 0.4 0.0 -0.1
O 2.656 3.484 0.898 0.0 0.1 -1.4
C 3.923 2.921 0.703 -0.1 -1.7 0.7
C 5.021 3.681 1.021 1.3 -0.6 0.3
C 6.311 3.147 0.846 -0.4 0.5 0.5
C 6.494 1.869 0.428 1.0 -2.1 -0.8
C 5.389 1.032 0.200 0.2 1.5 0.2
C 4.096 1.523 0.370 0.8 1.4 -0.2
P 2.844 0.329 -0.029 -0.7 0.3 0.6
C 3.078 -1.174 0.946 0.7 0.1 -1.2
C 3.922 -2.219 0.540 -0.3 -0.7 -0.1
C 4.008 -3.404 1.272 -1.2 1.8 1.9
C 3.295 -3.436 2.496 -0.9 1.6 0.0
C 2.521 -2.342 2.968 1.0 0.2 -3.2
C 2.335 -1.232 2.092 0.2 -1.5 2.0
C 3.040 0.003 -1.784 1.3 -2.7 -0.1
C 3.602 0.931 -2.635 0.0 -1.0 -1.5
C 3.806 0.560 -3.973 -0.4 0.5 -0.1
C 3.530 -0.721 -4.476 0.8 1.1 -0.6
C 3.161 -1.705 -3.609 -0.7 1.2 3.0
C 2.920 -1.351 -2.243 -0.4 1.2 -1.5
C 2.324 4.283 -0.222 -0.5 0.6 -1.1
C 3.115 5.387 -0.573 0.3 0.3 1.1
C 2.918 6.119 -1.748 -0.7 -0.3 -0.1
C 1.805 5.817 -2.535 0.2 -1.0 1.5
C 0.864 4.863 -2.064 1.2 0.3 -1.4
C 1.162 3.998 -1.011 0.2 0.9 1.4
P 0.045 2.720 -0.348 0.1 -0.5 -1.4
C -0.433 3.271 1.295 0.2 -0.2 -0.3
C 0.214 2.744 2.431 -1.4 1.2 0.3
C -0.257 3.251 3.677 1.8 -1.3 -0.8
C -1.219 4.226 3.804 0.1 -0.3 -0.4
C -1.747 4.741 2.652 -0.7 1.1 -1.5
C -1.383 4.268 1.372 0.0 1.0 1.4
C -1.375 2.687 -1.512 -0.3 1.3 0.1
C -2.653 2.979 -1.058 -0.7 -0.1 0.7
C -3.617 3.489 -1.940 0.1 0.8 0.1
C -3.365 3.600 -3.303 1.0 -1.7 0.5
C -2.214 2.919 -3.793 -1.0 0.6 0.7
C -1.199 2.614 -2.912 1.1 -0.9 0.5
H 4.935 4.608 1.556 -0.3 0.4 -0.3
H 7.220 3.671 1.094 -0.2 0.6 0.1
H 7.540 1.475 0.275 -1.3 0.4 0.2
H 5.500 0.043 -0.190 0.3 -0.5 0.1
H 4.303 -2.154 -0.475 0.7 0.0 0.4
H 4.657 -4.219 1.103 0.4 -0.7 -0.9
H 3.187 -4.326 3.065 0.6 -0.8 0.5
H 2.019 -2.312 3.888 -0.6 -0.5 1.1
H 1.573 -0.508 2.360 0.3 0.3 -0.1
H 3.962 1.867 -2.280 -0.1 0.8 0.1
H 4.123 1.345 -4.653 0.2 -0.2 0.0
H 3.706 -0.937 -5.537 -0.1 0.1 0.5
H 2.996 -2.707 -3.862 -0.1 -1.2 -0.6
H 2.562 -2.104 -1.570 -0.2 -0.2 0.1
H 3.853 5.747 0.171 -0.3 -0.5 -0.8
H 3.581 6.939 -2.047 -0.1 -0.4 0.3
H 1.712 6.252 -3.503 -0.5 0.5 -0.4
H 0.003 4.747 -2.718 -0.1 -0.3 0.5
H 1.082 2.079 2.289 -0.7 0.3 0.5
H 0.277 2.931 4.545 0.1 -0.3 0.6
H -1.515 4.629 4.762 0.1 -0.1 0.1
H -2.374 5.631 2.736 -0.1 -0.4 -0.2
H -1.721 4.754 0.450 -0.1 -0.2 0.6
H -2.925 2.852 0.021 0.4 0.4 -1.2
H -4.502 3.965 -1.505 0.1 -0.4 -0.2
H -4.051 4.071 -3.969 -0.5 0.1 -0.3
H -2.161 2.581 -4.809 0.3 0.5 -0.6
H -0.217 2.246 -3.276 -0.8 0.2 0.1
C -3.815 0.229 1.035 1.0 0.2 -1.1
As -3.229 -1.589 0.505 2.4 -0.7 -0.6
C -4.220 -2.366 -0.978 -0.9 1.4 0.6
C -3.275 -2.938 1.930 -1.1 -0.3 -1.1
C -4.703 -3.032 2.488 0.9 -1.1 -0.1
C -5.653 -3.950 1.974 0.6 0.2 0.2
C -6.901 -4.021 2.576 -0.3 0.4 1.1
C -7.293 -3.163 3.637 0.6 0.9 -1.0
C -6.359 -2.160 3.980 -0.2 -0.2 0.4
C -5.025 -2.176 3.542 -1.2 -0.4 -1.4
H -3.073 0.721 1.745 -0.8 -0.8 -1.1
H -4.763 0.048 1.545 -0.1 0.3 -0.2
H -3.895 0.811 0.034 0.0 -0.9 1.9
H -3.666 -2.354 -1.919 0.2 -0.1 0.4
H -5.073 -1.674 -1.093 -0.1 -0.8 -0.1
H -4.489 -3.349 -0.615 -0.3 -0.1 -0.4
H -2.516 -2.705 2.659 0.1 0.3 0.4
H -2.870 -3.800 1.340 -0.7 0.3 0.7
H -5.402 -4.653 1.145 -0.1 0.7 0.8
H -7.583 -4.771 2.252 -0.5 -0.4 -0.3
H -8.336 -3.126 4.062 1.4 -0.3 -0.6
H -6.681 -1.308 4.565 0.0 -0.3 0.5
H -4.270 -1.449 3.813 -0.2 0.1 0.4
F -1.076 -7.808 -2.182 0.5 0.7 1.3
C -0.100 -7.257 -1.361 0.1 -1.7 -1.3
F -0.066 -7.903 -0.193 -0.7 -0.1 0.1
F 1.038 -7.589 -1.973 0.8 -0.1 -0.5
C -0.202 -5.811 -1.207 0.1 2.0 0.8
C -0.504 -4.951 -2.248 -0.8 0.7 -0.2
C -0.836 -3.614 -1.999 -0.2 0.0 -0.4
C -0.824 -3.062 -0.721 0.5 -1.1 0.9
C -0.160 -3.834 0.260 -0.5 -1.2 -1.1
C 0.117 -5.199 0.012 -0.3 0.6 1.0
C -1.355 -1.763 -0.257 0.1 2.1 -0.1
C -0.661 -0.638 -0.234 -1.7 -1.3 0.3
H -0.619 -5.262 -3.276 0.1 -0.4 0.0
H -1.122 -3.011 -2.853 -0.2 0.1 0.1
H 0.054 -3.388 1.213 0.0 0.0 0.3
H 0.495 -5.777 0.864 -0.1 0.1 -0.5
```
Positions in Å, forces in eV/Å.

Calculated values
Gap between HOMO and LUMO (spin up / spin down): 6.1 / 7.0 eV
Net charge: +1
Highest occupied orbital energy (spin up / spin down): -0.291 / -0.336 Ha
Multiplicity: 5
Relative energy (zero: lowest compared OMol25 entry of this formula, charge and spin): 487.43 kJ/mol
<S²>: 6.04
E_LUMO (spin up / spin down): -1.79 / -2.18 eV

Mulliken population analysis, charges in e, atoms 1 to 6:
1 Fe -0.268
2 O -0.481
3 C -0.725
4 C 0.305
5 C -0.688
6 C -0.783


No. 4
C9H15BF4N2O5SSn | wB97M-V/def2-TZVPD

Structure (XYZ):
```
38
Properties=species:S:1:pos:R:3:forces:R:3
Sn 0.082 0.022 -0.904 0.2 -0.1 0.3
C -1.870 -0.494 2.163 0.0 0.0 0.0
C -0.876 -1.428 2.410 0.0 -0.1 0.0
C -0.747 -2.545 1.593 0.0 0.0 0.0
C -1.615 -2.720 0.525 0.1 0.0 -0.1
C -2.618 -1.792 0.283 0.0 0.0 -0.1
C -2.748 -0.678 1.101 0.0 0.0 0.0
H -1.961 0.383 2.790 0.0 0.0 0.0
H -0.196 -1.289 3.241 0.0 0.0 0.0
H 0.045 -3.260 1.771 0.0 0.0 0.0
H -1.485 -3.557 -0.150 0.0 -0.1 0.0
H -3.264 -1.912 -0.576 -0.1 0.0 0.0
H -3.506 0.065 0.892 0.0 0.0 0.0
C 5.081 1.618 0.614 0.0 0.1 0.0
O 4.194 0.653 0.053 -0.1 -0.1 0.0
C 2.960 0.517 0.525 0.0 0.1 0.0
O 2.228 -0.331 0.027 0.1 -0.1 -0.1
N 2.597 1.292 1.571 0.1 0.0 -0.1
N 1.258 1.261 1.969 0.0 0.0 0.0
H 6.024 1.480 0.095 0.0 0.0 0.0
H 5.225 1.447 1.682 0.0 0.0 0.0
H 4.717 2.630 0.427 0.0 0.0 0.0
H 3.160 2.088 1.820 0.0 0.0 0.0
H 0.858 2.190 1.877 0.0 0.0 0.0
H 1.203 0.935 2.924 0.0 0.0 0.1
C -0.413 3.911 -1.922 0.0 0.1 0.0
S 0.022 2.936 -0.529 -0.2 -0.1 -0.3
O -1.118 2.046 -0.241 -0.1 0.2 0.1
O 1.122 2.027 -0.993 0.0 0.0 -0.1
O 0.423 3.811 0.542 0.1 -0.1 0.1
H -0.650 3.241 -2.744 0.0 -0.1 0.0
H 0.434 4.546 -2.168 0.0 0.0 0.0
H -1.276 4.513 -1.651 0.0 0.0 0.0
F -0.846 -1.528 -3.250 -0.1 -0.1 0.0
B -0.092 -0.463 -3.719 0.0 0.2 0.2
F 1.179 -0.500 -3.025 0.1 0.0 0.1
F -0.685 0.755 -3.174 0.0 -0.1 0.1
F 0.050 -0.407 -5.056 0.0 0.1 -0.3
```
Positions in Å, forces in eV/Å.

Calculated values
Gap between HOMO and LUMO: 9.8 eV
Highest occupied orbital energy: -0.352 Ha
Multiplicity: 1
Relative energy (zero: lowest compared OMol25 entry of this formula, charge and spin): 7.67 kJ/mol
E_LUMO: 0.22 eV

natural (NBO) population analysis, charges in e, atoms 1 to 6:
1 Sn 1.605
2 C -0.155
3 C -0.236
4 C -0.219
5 C -0.217
6 C -0.221


How do the records compare in E_tot? In the order shown, they have -255919.5613 -54385.6270 -180719.4653 -51014.4724 eV.